(1)
ORCA calculation (ωB97M-V/def2-TZVPD) on the molecule C2H5N3O3.

ORCA input file:
```
! wB97M-V def2-TZVPD RIJCOSX def2/J DEFGRID3
* xyz 0 1
N 0.9768 2.2473 0.4430
N 1.2538 0.8650 -0.0412
C 0.3176 -0.0644 -0.2198
N 0.3967 -1.4141 -0.3282
O 1.5176 -1.8540 0.1782
O -0.8996 0.3994 -0.9123
C -1.9836 0.1486 -0.1774
O -1.9285 -0.5195 0.9586
H 0.1240 2.3961 0.9857
H 0.9815 3.0186 -0.3166
H 2.3945 0.7526 -0.2289
H 1.5305 -2.9007 0.5062
H -2.9417 0.1337 -0.8748
*
```

These are the Mulliken partial charges, in e, on atoms 1 to 5:
1. N -0.598
2. N -0.133
3. C 0.601
4. N -0.348
5. O -0.429

=====

(2)
ORCA calculation (ωB97M-V/def2-TZVPD) on a cluster of 2 separate species, C2H5N3O3 in total.

ORCA input file:
```
! wB97M-V def2-TZVPD RIJCOSX def2/J DEFGRID3
* xyz 0 1
C -0.8330 0.8299 -0.6902
C 1.2639 0.1991 0.6721
H -1.2937 -0.9123 0.7745
H -2.5633 -0.0192 -0.1168
H 0.7792 2.0319 -0.3141
H 1.1377 -1.3459 1.4374
H 0.2341 -1.2967 -1.5587
N -1.6010 0.0729 0.2104
N 0.5424 0.9850 -0.2776
N 1.4890 -1.1847 0.2875
O -1.2156 1.5968 -1.7084
O 1.7899 0.6926 1.5777
O 0.2703 -1.6495 -0.2937
*
```

These are the Mulliken partial charges, in e, on atoms 1 to 5:
1. C 0.295
2. C 0.343
3. H 0.321
4. H 0.263
5. H 0.304

=====

| no. | electronic energy (eV) | highest occupied orbital energy (eV) | gap between HOMO and LUMO (eV) |
| --- | --- | --- | --- |
| 1 | -12762.01472 | -8.081 | 8.69 |
| 2 | -12762.91966 | -10.169 | 9.86 |